Record 1
This record from the Open Molecules 2025 dataset describes a single C16H16N2O3S molecule. The level of theory is the ωB97M-V functional and the def2-TZVPD basis.

XYZ file:
```
38
Properties=species:S:1:pos:R:3:nbo_charge:R:1
C 7.18154 0.27642 1.13509 -0.25
O 6.33500 0.87008 0.17986 -0.49
C 5.02860 0.49845 0.14620 0.31
C 4.44153 -0.43336 0.99605 -0.32
C 3.09696 -0.73596 0.87226 -0.12
C 2.32958 -0.12240 -0.10453 0.07
N 0.95180 -0.44908 -0.23557 -0.48
C 0.48354 -1.75336 -0.23015 0.71
O 1.16506 -2.73262 -0.09217 -0.56
C -1.01220 -1.71089 -0.45394 -0.54
C -1.38353 -0.21961 -0.44508 -0.15
N -2.16688 0.27353 -1.55303 -0.60
C -3.54460 -0.19138 -1.57522 -0.25
C -4.27783 0.33101 -0.38307 -0.22
C -4.34029 1.61381 0.06413 -0.25
C -5.11017 1.75013 1.24154 -0.25
C -5.61949 0.56984 1.67305 -0.42
S -5.16400 -0.73888 0.65400 0.43
C -0.03977 0.50553 -0.39211 0.70
O 0.14152 1.68890 -0.45668 -0.54
C 2.90860 0.80935 -0.95920 -0.17
C 4.24390 1.11872 -0.82893 -0.25
H 7.24336 -0.80787 0.99849 0.18
H 8.16395 0.71611 0.97068 0.20
H 6.85329 0.49731 2.15573 0.18
H 5.01585 -0.93009 1.76140 0.22
H 2.65019 -1.46057 1.53395 0.22
H -1.52068 -2.29611 0.31202 0.25
H -1.22750 -2.17422 -1.42010 0.24
H -1.93087 0.04454 0.46832 0.24
H -1.70820 0.08580 -2.43746 0.36
H -3.63400 -1.29081 -1.59780 0.17
H -4.00070 0.20442 -2.48858 0.22
H -3.84043 2.42622 -0.43015 0.24
H -5.27635 2.68774 1.74079 0.23
H -6.23846 0.37728 2.52645 0.24
H 2.31139 1.29441 -1.71411 0.23
H 4.71096 1.84068 -1.47924 0.23
```

Spin multiplicity: 1
Gap between HOMO and LUMO in eV: 9.075
Structure (SMILES): COc1ccc(N2C(=O)C[C@H](NCc3cccs3)C2=O)cc1
Total charge: 0
Relative energy (zero: lowest compared OMol25 entry of this formula, charge and spin) in eV: 1.640

---

Record 2
This record from the Open Molecules 2025 dataset describes a single C9H3N molecule in a non-equilibrium geometry. The level of theory is the ωB97M-V functional and the def2-TZVPD basis.

XYZ file:
```
13
Properties=species:S:1:pos:R:3:nbo_charge:R:1
C -2.49809 0.05131 -0.09753 0.05
C -1.28066 -0.69136 0.31362 -0.12
C 0.68757 -1.87796 0.08061 0.10
C -0.44620 0.52852 -0.04386 -0.04
C 1.50123 1.44969 0.20631 -0.28
C -0.56709 -1.84434 0.28967 -0.07
C 0.34287 1.43336 0.90071 0.23
C 1.01259 0.21354 -0.35605 0.09
C 1.63663 -1.01820 -0.36103 -0.35
N -1.93513 1.06714 -0.60583 -0.31
H -3.60170 0.00743 -0.13425 0.22
H 2.49611 1.94424 0.32954 0.25
H 2.65187 -1.26337 -0.52192 0.24
```

<S²>: 2.06
Spin multiplicity: 3
Gap between HOMO and LUMO (alpha / beta) in eV: 6.645 / 6.331
Total charge: 0

---

Record 3
This record from the Open Molecules 2025 dataset describes a single C2Cl4N2 molecule in a non-equilibrium geometry. The level of theory is the ωB97M-V functional and the def2-TZVPD basis.

XYZ file:
```
8
Properties=species:S:1:pos:R:3:nbo_charge:R:1
Cl 1.65780 0.26997 -2.63242 0.02
N 0.15759 0.67941 -1.63563 -0.26
N -0.94275 -0.35955 -1.44607 -0.14
C -0.36777 -0.04952 -0.39989 0.31
C -0.15468 -0.12402 1.11529 -0.20
Cl 0.29912 -1.75248 1.70771 0.07
Cl 1.07371 1.04373 1.56044 0.10
Cl -1.72302 0.29245 1.73058 0.10
```

Spin multiplicity: 1
Gap between HOMO and LUMO in eV: 9.721
Structure (SMILES): ClN1N=C1C(Cl)(Cl)Cl
Total charge: 0
Relative energy (zero: lowest compared OMol25 entry of this formula, charge and spin) in eV: 4.624

---

Record 4
This record from the Open Molecules 2025 dataset describes 3 unconnected molecules or ions with the total composition C27H55BrF3NO6S in a non-equilibrium geometry. The level of theory is the ωB97M-V functional and the def2-TZVPD basis.

XYZ file:
```
94
Properties=species:S:1:pos:R:3:mulliken_charge:R:1
C 3.04746 0.27542 3.59193 -0.86
C 3.99245 -0.02276 2.41456 -0.69
C 3.32669 -0.76638 1.23886 -0.61
C 2.64310 0.13788 0.19696 -1.24
C 1.10560 0.07255 0.19812 -0.29
C 0.46183 1.05180 1.19075 -1.43
C -0.93544 1.56658 0.78878 2.43
C -1.36698 2.63186 1.79316 -2.75
O -1.29195 2.06904 3.08629 -0.28
C -1.82745 2.88603 4.10920 -0.92
O -0.83210 2.08726 -0.54050 0.44
C -0.89386 3.46413 -0.79696 -0.87
C 0.44167 4.20346 -0.60680 -0.27
C 1.36054 4.22157 -1.79775 0.15
O 2.01819 5.15682 -2.14385 -0.51
Br 1.49182 2.56126 -2.81341 -0.20
C -1.93850 0.33717 0.74960 -0.23
C -2.27866 -0.06305 -0.69579 -1.80
C -3.44543 0.72541 -1.31375 -0.02
O -3.62900 2.02042 -0.76190 -0.54
C -3.27938 0.85704 -2.83064 0.53
F -4.12265 1.74952 -3.35541 -0.31
F -3.53002 -0.32748 -3.42526 -0.31
F -2.04354 1.21162 -3.20924 -0.17
N -3.16619 0.40421 1.53601 0.08
C -3.17096 -0.31086 2.79978 -0.27
C -3.39829 -1.83013 2.63992 -0.83
C -2.17176 -2.67270 2.98700 -0.09
S -1.81164 -2.76309 4.76584 -0.20
H 2.65756 1.29560 3.55824 0.17
H 3.55908 0.15160 4.54834 0.40
H 2.18792 -0.39895 3.59978 0.16
H 4.83596 -0.61726 2.77050 0.38
H 4.38239 0.92657 2.03842 0.36
H 4.07283 -1.39927 0.75123 0.36
H 2.58899 -1.45632 1.66418 0.31
H 3.00001 -0.11115 -0.80505 0.44
H 2.95002 1.17351 0.37260 0.44
H 0.83185 -0.94528 0.50082 0.28
H 0.71700 0.21710 -0.80872 0.13
H 1.12180 1.91512 1.33047 0.91
H 0.35953 0.57371 2.16735 0.31
H -2.38707 2.98500 1.58953 0.79
H -0.70710 3.50663 1.74633 0.62
H -2.53094 2.29719 4.70457 0.23
H -1.02731 3.23536 4.76737 0.29
H -2.35588 3.75240 3.70345 0.38
H -1.19361 3.55620 -1.84573 0.61
H -1.68149 3.95539 -0.22303 0.37
H 0.26498 5.25580 -0.37286 0.45
H 1.01364 3.73389 0.19630 0.15
H -1.38592 -0.50893 1.16559 -0.18
H -2.59758 -1.11007 -0.65634 0.62
H -1.39430 -0.03504 -1.32860 0.32
H -4.35660 0.13703 -1.18720 0.56
H -4.55506 2.10049 -0.51468 0.37
H -3.55714 1.32665 1.59762 0.36
H -3.95934 0.10962 3.42560 0.50
H -2.23141 -0.16116 3.34720 0.08
H -4.21016 -2.14399 3.30053 0.44
H -3.69049 -2.03884 1.60788 0.30
H -2.28902 -3.71450 2.68364 0.25
H -1.27480 -2.29241 2.49265 -0.19
H -1.06365 -1.66399 4.89782 0.07
C -1.55101 -8.13818 4.25164 -1.15
C -2.14032 -7.30625 3.12534 -0.30
O -1.32529 -6.21874 2.72785 -0.31
C -0.04461 -6.55573 2.22734 -0.29
C -0.07723 -7.41247 0.97278 -1.12
H -1.27554 -7.49874 5.09103 0.31
H -2.28349 -8.86918 4.59504 0.40
H -0.66204 -8.68603 3.93582 0.27
H -3.07315 -6.84903 3.45639 0.33
H -2.38301 -7.94162 2.26563 0.30
H 0.55745 -7.03911 3.00493 0.30
H 0.42966 -5.59871 2.00866 0.30
H -0.46119 -8.41446 1.16948 0.27
H 0.93049 -7.51912 0.57044 0.40
H -0.70868 -6.95082 0.21254 0.31
C 2.94654 3.43937 -8.81378 -1.10
C 3.03479 2.65636 -7.51427 -0.16
O 4.28354 2.76709 -6.85797 -0.43
C 4.65341 4.07614 -6.46020 -0.38
C 3.67774 4.72556 -5.49411 -0.81
H 3.77959 3.18333 -9.46975 0.28
H 2.01351 3.20323 -9.32643 0.41
H 2.96645 4.51704 -8.64535 0.27
H 2.91999 1.59148 -7.71785 0.37
H 2.21866 2.94222 -6.84051 0.15
H 4.80756 4.71628 -7.33716 0.30
H 5.62528 3.95625 -5.98113 0.33
H 2.72034 4.94726 -5.96881 0.25
H 4.08574 5.66566 -5.12210 0.42
H 3.48457 4.06866 -4.64688 0.09
```

Spin multiplicity: 1
Gap between HOMO and LUMO in eV: 8.896
Structure (SMILES): CCCCCC[C@@](COC)(OCCC(=O)Br)[C@H](C[C@@H](O)C(F)(F)F)NCCCS.CCOCC.CCOCC
Total charge: 0

---

Record 5
This record from the Open Molecules 2025 dataset describes a molecular structure, C5H9N3O2S in a non-equilibrium geometry. The level of theory is the ωB97M-V functional and the def2-TZVPD basis.

XYZ file:
```
20
Properties=species:S:1:pos:R:3:nbo_charge:R:1
C -0.97989 -1.18731 1.23225 -0.21
C -0.14560 -0.41904 0.55952 -0.07
C -0.93546 0.75946 0.00345 -0.09
C -1.03788 0.64899 -1.53711 -0.58
C -0.61687 2.15323 0.42536 -0.61
N -2.27582 -0.70336 1.10419 -0.16
N -2.30914 0.38233 0.46160 -0.11
N 2.56353 -2.15918 0.35967 -1.09
O 1.84590 -0.96964 -1.64685 -0.91
O 2.82183 0.42380 0.21222 -0.87
S 2.08391 -0.68407 -0.27129 2.25
H -0.91714 -2.16478 1.71797 0.22
H -1.81650 1.18972 -1.90861 0.22
H -1.04946 -0.46141 -1.75466 0.23
H 0.04464 0.83572 -1.93458 0.23
H -1.65261 2.65047 0.20493 0.23
H 0.11514 2.76509 -0.07291 0.23
H -0.47063 2.26946 1.58115 0.22
H 2.14544 -3.01101 -0.18731 0.44
H 2.58659 -2.31850 1.45100 0.43
```

Spin multiplicity: 1
Gap between HOMO and LUMO in eV: 9.161
Total charge: 0
Relative energy (zero: lowest compared OMol25 entry of this formula, charge and spin) in eV: 4.155

---

| no. | calculated total energy (eV) |
| --- | --- |
| 1 | -36809.824 |
| 2 | -10858.966 |
| 3 | -55139.013 |
| 4 | -131694.753 |
| 5 | -24726.373 |